(1)
A cluster of 6 separate species, C20H40O12S2 in total, computed with ωB97M-V/def2-TZVPD.

XYZ file:
```
74
Properties=species:S:1:pos:R:3:forces:R:3:lowdin_charge:R:1
C 4.255226 1.819938 -0.725221 -0.3 -0.7 -0.6 -0.17
C 5.090346 2.711690 -1.642135 0.5 0.2 0.6 -0.15
C 6.533011 2.301998 -1.277160 -0.2 0.1 -0.3 -0.20
O 6.471617 1.020678 -0.661496 0.0 -0.1 0.0 -0.14
C 5.123894 0.569221 -0.625936 -0.1 0.1 0.5 -0.21
H 3.297548 1.542310 -1.168611 -0.1 0.3 0.1 0.09
H 4.049293 2.261064 0.246674 0.2 0.1 0.0 0.11
H 4.954512 3.767394 -1.411645 -0.2 0.0 -0.3 0.11
H 4.897854 2.530423 -2.697233 -0.1 0.0 0.0 0.11
H 6.974287 3.009007 -0.570850 0.1 0.0 0.0 0.11
H 7.162772 2.249203 -2.168951 0.1 0.0 0.1 0.11
H 4.971778 0.032863 0.313440 0.0 0.0 0.0 0.12
H 4.920667 -0.135003 -1.442586 0.1 0.1 -0.1 0.12
C -4.135654 1.038696 -0.461875 0.0 -0.2 -0.2 -0.15
C -4.471021 0.086363 0.690229 0.0 0.3 0.0 -0.15
C -3.371392 -0.945306 0.594492 0.5 -0.4 -0.6 -0.20
O -3.064223 -1.066843 -0.812003 -0.1 -0.1 0.2 -0.14
C -3.492194 0.096559 -1.501727 -0.2 0.8 0.1 -0.20
H -3.426778 1.812267 -0.172325 0.0 -0.1 0.2 0.08
H -5.024425 1.532736 -0.854466 0.0 0.0 0.0 0.11
H -5.447849 -0.369870 0.517050 0.0 -0.1 0.0 0.11
H -4.508032 0.586816 1.657822 0.1 0.0 0.0 0.11
H -3.626460 -1.942805 0.945505 -0.1 0.0 0.1 0.11
H -2.442204 -0.658251 1.092423 -0.2 0.3 0.3 0.09
H -4.214953 -0.163061 -2.280094 0.1 -0.2 0.0 0.11
H -2.638592 0.596600 -1.966245 0.0 -0.1 -0.1 0.11
C -1.057879 -1.268261 4.280056 -0.1 -0.4 -0.1 -0.14
C -0.063520 -2.339655 3.811141 0.3 -0.7 0.5 -0.15
C -0.876172 -3.292329 2.912161 -0.3 0.2 -0.5 -0.19
O -2.208916 -2.782533 2.907238 -0.1 -0.1 -0.2 -0.17
C -2.389760 -1.974762 4.056998 0.0 -0.2 -0.1 -0.21
H -0.956379 -0.363393 3.682807 -0.2 0.1 0.1 0.10
H -0.950602 -1.055403 5.342280 0.2 0.3 -0.1 0.11
H 0.267673 -2.927162 4.672424 0.0 0.1 0.0 0.11
H 0.849293 -1.953877 3.360326 -0.2 0.1 -0.2 0.10
H -0.851753 -4.330743 3.260732 -0.1 0.1 0.3 0.12
H -0.583732 -3.341698 1.859860 0.3 0.2 0.1 0.10
H -2.629501 -2.634391 4.901725 0.0 0.2 0.1 0.12
H -3.229871 -1.308244 3.868743 0.0 0.0 0.0 0.12
C -1.268669 6.585370 -1.442863 -0.6 -0.2 -0.1 -0.16
C -1.571171 5.735916 -0.208726 0.1 -0.1 -0.1 -0.16
C -1.940828 4.361690 -0.810182 0.9 0.9 0.4 -0.19
O -2.276169 4.593902 -2.173353 -0.2 -0.5 -0.1 -0.13
C -2.241242 5.974982 -2.450295 -0.3 0.5 0.1 -0.23
H -0.249511 6.443699 -1.799839 0.1 0.1 0.1 0.11
H -1.498077 7.634560 -1.263567 0.3 0.1 -0.1 0.11
H -2.406011 6.163266 0.348780 0.0 0.0 0.0 0.11
H -0.721315 5.656546 0.468084 0.0 0.0 0.0 0.11
H -2.739966 3.919756 -0.216840 -0.1 -0.3 -0.4 0.11
H -1.038216 3.750105 -0.790465 -0.2 -0.4 0.0 0.10
H -3.251016 6.394258 -2.325045 0.1 0.1 0.0 0.12
H -1.949191 6.133463 -3.488199 0.1 -0.2 0.0 0.12
C 0.437702 -0.614019 -1.033787 0.5 -0.1 -0.6 -0.15
C 0.488688 -1.053706 0.393930 0.1 -0.2 0.5 -0.16
O 1.059808 0.122603 1.024890 0.0 0.2 0.3 -0.19
S 0.293876 1.387263 0.449893 -0.4 -0.3 -0.3 0.56
O 1.216122 2.457105 0.340476 0.2 0.0 -0.1 -0.22
O -0.950571 1.610531 1.096410 -0.1 0.0 0.5 -0.22
O -0.073592 0.731310 -0.957660 0.2 0.2 -0.2 -0.19
H -0.143655 -1.214241 -1.724515 -0.5 0.1 0.3 0.13
H 1.455248 -0.572307 -1.436403 0.0 0.1 0.1 0.13
H 1.161533 -1.887699 0.553843 0.1 0.1 0.1 0.12
H -0.473091 -1.239878 0.869675 -0.1 -0.1 -0.3 0.11
C 2.028830 -6.861323 -2.004136 -0.1 -0.2 -0.6 -0.15
C 0.521497 -6.913914 -1.803676 -0.2 -0.1 0.5 -0.13
O 0.274396 -5.959369 -0.745774 0.0 -0.2 -0.1 -0.18
S 1.406723 -4.860664 -0.658071 0.1 -0.5 -0.2 0.57
O 1.964892 -4.895032 0.637184 0.2 0.0 0.6 -0.21
O 0.949278 -3.638146 -1.191335 -0.3 0.8 -0.3 -0.21
O 2.394135 -5.507693 -1.722848 0.0 -0.1 0.1 -0.18
H 2.316031 -7.057797 -3.034890 0.0 0.0 0.0 0.14
H 2.544660 -7.568761 -1.355324 0.1 0.2 0.2 0.13
H 0.206826 -7.879186 -1.414261 -0.1 0.0 -0.1 0.13
H -0.085862 -6.644828 -2.664679 0.2 0.1 -0.1 0.13
```
Forces are in eV/Å.

Results
**Total charge**: 0
**Electronic energy**: -67625.6510 eV
**Energy above the lowest of the compared OMol25 structures with the same formula, charge and spin**: 0.00 kJ/mol
**SMILES string**: O=S1(=O)OCCO1.O=S1(=O)OCCO1.C1CCOC1.C1CCOC1.C1CCOC1.C1CCOC1
**HOMO-LUMO gap**: 9.31 eV

***

(2)
A structure of composition C45H51AsNO2P2S2Si2Sn, computed with ωB97M-V/def2-TZVPD.

XYZ file:
```
107
Properties=species:S:1:pos:R:3:forces:R:3:lowdin_charge:R:1
Sn -0.870851 -1.346299 -0.199507 0.0 0.0 0.1 0.60
S 0.599115 -3.415952 0.410945 0.0 0.0 0.0 0.36
P 1.621953 -1.903535 1.341389 -0.1 -0.1 0.1 0.51
C 0.624636 -0.560842 0.976278 0.1 0.0 -0.1 -0.74
P 0.518764 1.147788 1.049572 0.0 0.1 0.1 0.47
S -1.060997 1.584877 -0.117523 0.0 0.0 0.0 0.35
C 2.034745 1.954567 0.476084 0.0 0.0 0.0 -0.34
C 3.061477 2.237784 1.373138 0.0 0.0 0.0 -0.08
C 4.278720 2.713086 0.907399 0.0 0.0 0.0 -0.06
C 4.477319 2.899766 -0.453338 0.0 0.0 0.0 -0.07
C 3.458075 2.611527 -1.352077 0.0 0.0 0.0 -0.07
C 2.238660 2.142015 -0.888687 0.0 0.0 0.0 -0.11
C 0.264585 1.792264 2.719091 0.0 0.0 0.0 -0.35
C 0.014774 0.930771 3.779275 0.0 0.0 0.0 -0.08
C -0.227412 1.441664 5.048816 0.0 0.0 0.0 -0.06
C -0.225814 2.811257 5.255642 0.0 0.0 0.0 -0.07
C 0.018973 3.677935 4.194998 0.0 0.0 0.0 -0.07
C 0.263012 3.171731 2.931098 0.0 0.0 0.0 -0.09
C 1.789887 -2.221102 3.113914 0.0 0.0 0.0 -0.36
C 2.666097 -1.411631 3.838176 0.0 0.0 0.0 -0.09
C 2.737814 -1.523915 5.215761 0.0 0.0 0.0 -0.07
C 1.939529 -2.450184 5.877134 0.0 0.0 0.0 -0.07
C 1.078933 -3.266726 5.158955 0.0 0.0 0.0 -0.06
C 1.003695 -3.155485 3.776530 0.0 0.0 0.0 -0.10
C 3.327519 -1.811496 0.764309 0.0 0.1 0.0 -0.34
C 3.677159 -0.887089 -0.213306 0.0 0.0 0.0 -0.09
C 4.981324 -0.833668 -0.683428 0.0 0.0 0.0 -0.07
C 5.933060 -1.710299 -0.184437 0.0 0.0 0.0 -0.06
C 5.584628 -2.640721 0.788144 0.0 0.0 0.0 -0.06
C 4.286762 -2.689831 1.267757 0.0 0.0 0.0 -0.08
H 2.905552 2.102150 2.437527 0.0 0.0 0.0 0.11
H 5.072860 2.937331 1.607213 0.0 0.0 0.0 0.11
H 5.427598 3.271945 -0.813586 0.0 0.0 0.0 0.11
H 3.609979 2.753901 -2.414893 0.0 0.0 0.0 0.10
H 1.446309 1.894148 -1.586238 0.0 0.1 0.0 0.07
H 0.010982 -0.136997 3.615026 0.0 -0.1 0.0 0.08
H -0.416655 0.764663 5.872071 0.0 0.0 0.0 0.11
H -0.417363 3.209860 6.243348 0.0 0.0 0.0 0.11
H 0.016233 4.747582 4.357197 0.0 0.0 0.0 0.11
H 0.450597 3.846897 2.103891 0.0 0.0 0.0 0.11
H 3.295117 -0.693078 3.322279 0.0 0.0 0.0 0.11
H 3.415543 -0.892094 5.774509 0.0 0.0 0.0 0.11
H 1.998250 -2.541288 6.953821 0.0 0.0 0.0 0.11
H 0.467613 -3.996724 5.672937 0.0 0.0 0.0 0.11
H 0.333697 -3.789755 3.210743 0.0 0.0 0.0 0.07
H 2.930488 -0.206069 -0.598871 0.0 -0.1 0.0 0.07
H 5.252410 -0.099116 -1.431216 0.0 0.0 0.0 0.10
H 6.951337 -1.668706 -0.548417 0.0 0.0 0.0 0.11
H 6.327496 -3.324791 1.175913 0.0 0.0 0.0 0.11
H 4.020828 -3.408514 2.033681 0.0 0.0 0.0 0.12
C -3.198593 3.781346 -6.961717 0.0 0.0 0.0 -0.05
O -2.752836 3.234974 -5.723331 0.0 0.0 0.0 -0.07
C -1.891717 3.970890 -4.986077 0.0 0.0 0.0 -0.23
C -1.380744 5.215886 -5.336738 0.0 0.0 0.0 0.00
C -0.501825 5.862812 -4.477277 0.0 0.0 0.0 -0.06
C -0.132855 5.300465 -3.264036 0.0 0.0 0.0 -0.06
C -0.642923 4.062581 -2.906335 0.0 0.0 0.0 -0.02
C -1.494635 3.404604 -3.774269 0.0 0.0 0.0 -0.18
N -2.020550 2.117895 -3.425371 0.1 -0.1 0.0 0.15
C -1.358523 1.020765 -3.189285 -0.1 0.1 0.0 -0.02
C 0.017029 0.713605 -3.391660 0.0 0.0 -0.1 -0.14
C 0.928863 1.480981 -4.154773 -0.1 0.0 0.0 -0.01
C 2.212780 1.046436 -4.347859 0.0 -0.1 0.0 -0.08
C 2.623880 -0.174225 -3.788100 0.0 0.0 0.0 -0.04
C 1.758456 -0.951187 -3.058561 0.0 0.0 0.1 0.01
C 0.437594 -0.527506 -2.840445 0.1 -0.1 -0.1 -0.34
O -0.405781 -1.297989 -2.189314 -0.2 0.0 0.0 -0.28
H -3.730460 4.720906 -6.803834 0.0 0.0 0.0 0.10
H -3.875676 3.046268 -7.384352 0.0 0.0 0.0 0.10
H -2.359317 3.938163 -7.641236 0.0 0.0 0.0 0.10
H -1.660155 5.682211 -6.269385 0.0 0.0 0.0 0.11
H -0.110457 6.830182 -4.762862 0.0 0.0 0.0 0.11
H 0.536787 5.824144 -2.596278 0.0 0.0 0.0 0.11
H -0.393993 3.593488 -1.961948 0.0 0.0 0.0 0.07
H -3.024783 2.066974 -3.310864 0.0 0.0 0.0 0.18
H -1.965510 0.205365 -2.806587 0.0 0.0 -0.1 0.12
H 0.611729 2.409717 -4.602540 0.0 0.0 0.0 0.11
H 2.900625 1.631871 -4.941924 0.0 0.0 0.0 0.11
H 3.640012 -0.516452 -3.942246 0.0 0.0 0.0 0.12
H 2.063013 -1.899985 -2.635438 0.0 0.0 0.0 0.13
C -2.239873 -4.349863 -2.089828 0.0 0.0 0.0 -0.23
Si -3.364183 -4.041333 -0.630074 0.0 0.0 0.0 0.21
C -2.835312 -5.064234 0.840465 0.0 0.0 0.0 -0.22
C -5.140996 -4.427085 -1.061891 0.0 0.0 0.0 -0.23
As -3.372681 -1.683403 -0.282485 0.0 0.0 0.0 0.73
Si -3.738056 -1.437562 2.066056 0.0 0.0 0.0 0.23
C -5.422362 -2.192588 2.362891 0.0 0.0 0.0 -0.22
C -3.735352 0.389406 2.433703 0.0 0.0 0.0 -0.22
C -2.426673 -2.278868 3.097837 0.0 0.0 0.0 -0.21
H -2.307290 -5.399322 -2.388939 0.0 0.0 0.0 0.04
H -1.192250 -4.136513 -1.866677 0.0 0.0 0.0 -0.01
H -2.531000 -3.736388 -2.943930 0.0 0.0 0.0 0.04
H -2.876110 -6.118997 0.553656 0.0 0.0 0.0 0.04
H -3.504044 -4.928427 1.691618 0.0 0.0 0.0 0.02
H -1.814983 -4.843179 1.158065 0.0 0.0 0.0 -0.01
H -5.247135 -5.492749 -1.280542 0.0 0.0 0.0 0.04
H -5.475515 -3.868329 -1.936930 0.0 0.0 0.0 0.03
H -5.811281 -4.190052 -0.233107 0.0 0.0 0.0 0.02
H -6.178733 -1.730936 1.725399 0.0 0.0 0.0 0.03
H -5.727034 -2.045717 3.401903 0.0 0.0 0.0 0.04
H -5.422578 -3.265891 2.165947 0.0 0.0 0.0 0.02
H -4.485256 0.923226 1.847929 0.0 0.0 0.0 0.04
H -2.763320 0.835864 2.215662 0.0 0.0 0.0 -0.01
H -3.952953 0.549063 3.493742 0.0 0.0 0.0 0.04
H -2.376131 -3.352105 2.921213 0.0 0.0 0.0 0.01
H -2.641939 -2.115169 4.158334 0.0 0.0 0.0 0.05
H -1.441408 -1.853640 2.895584 0.0 0.0 0.0 -0.01
```
Forces are in eV/Å.

Results
**Total charge**: +1
**Electronic energy**: -175751.3202 eV
**Energy above the lowest of the compared OMol25 structures with the same formula, charge and spin**: 0.00 kJ/mol
**HOMO-LUMO gap**: 7.23 eV

***

(3)
A cluster of 3 separate species, C3H11NO4 in total, computed with ωB97M-V/def2-TZVPD.

XYZ file:
```
19
Properties=species:S:1:pos:R:3:forces:R:3:lowdin_charge:R:1
C 0.604291 -0.663740 0.580650 1.0 -0.7 1.1 -0.10
C 0.845835 -1.939581 -0.199473 -0.9 0.8 -1.6 -0.21
O 0.758735 -1.662414 -1.614359 -0.3 0.0 -0.3 -0.09
C -0.852881 -0.362278 0.862104 0.0 0.6 -0.5 -0.55
N -1.666779 0.103919 -0.123347 -0.1 0.1 -0.4 0.18
O -1.289103 -0.493759 1.989016 0.1 0.0 0.2 0.05
H 1.312937 0.098735 0.237763 -0.8 0.4 -0.6 0.12
H 0.988982 -0.788368 1.586287 0.0 -0.4 0.4 0.12
H 1.776548 -2.425945 -0.006367 0.7 -0.1 0.5 0.11
H 0.040974 -2.652203 -0.090043 -0.1 -0.3 0.5 0.13
H 1.369762 -0.974853 -1.896445 0.4 -0.3 0.3 0.07
H -2.606234 0.259036 0.174320 -0.5 0.0 0.2 0.10
H -1.556529 0.072444 -1.125852 0.7 -0.2 0.2 0.09
H 0.362832 2.225941 1.954983 -0.3 0.2 0.4 0.02
H 1.079339 3.606106 2.230363 -0.4 -0.2 0.1 0.04
O 1.127973 2.768736 1.761755 0.6 -0.1 -0.5 -0.06
H 0.357508 0.538624 -2.261792 -0.1 -0.3 -0.4 -0.02
H -0.096180 1.920514 -2.098084 -0.1 0.3 -0.4 0.04
O 0.037100 1.271576 -2.803978 0.0 0.0 0.9 -0.05
```
Forces are in eV/Å.

Results
**Total charge**: 0
**Electronic energy**: -12969.4012 eV
**Energy above the lowest of the compared OMol25 structures with the same formula, charge and spin**: 160.03 kJ/mol
**SMILES string**: NC(=O)CCO.O.O
**HOMO-LUMO gap**: 10.72 eV